(1)
# C19H23N3O3S

An isolated molecule of C19H23N3O3S (ωB97M-V/def2-TZVPD, the OMol25 dataset).

Last column: natural (NBO) charge in e.
Cartesian coordinates (Å):
C: -7.46647 -1.18740 -0.28722  -0.253
H: -7.81950 -0.16806 -0.10164  0.177
O: -6.26388 -1.19295 -1.01823  -0.488
C: -5.17199 -0.58604 -0.48592  0.313
C: -4.01710 -0.61029 -1.27386  -0.246
C: -2.85262 -0.02404 -0.83446  -0.159
C: -2.82658 0.59715 0.41029  0.081
C: -3.96283 0.62535 1.20112  -0.144
C: -5.13422 0.03483 0.75871  -0.328
H: -6.00734 0.07491 1.39025  0.221
H: -3.94366 1.12253 2.16038  0.210
N: -1.62111 1.19992 0.85875  -0.385
C: -1.10985 0.88543 2.07382  0.036
C: 0.06082 1.43831 2.49071  -0.111
N: 0.79117 2.22954 1.67994  -0.372
C: 0.31241 2.53208 0.51868  -0.021
C: -1.00715 2.13769 0.02688  0.595
O: -1.55569 2.57524 -0.96355  -0.604
S: 1.32201 3.48514 -0.56656  0.265
C: 1.12678 2.44719 -2.06853  -0.620
H: 1.87534 2.80015 -2.77452  0.238
H: 0.12114 2.57237 -2.46554  0.274
C: 1.36556 1.01509 -1.62495  0.675
O: 0.46907 0.19803 -1.54586  -0.648
N: 2.64170 0.76230 -1.28385  -0.607
H: 3.30005 1.52739 -1.28412  0.397
C: 3.06110 -0.45332 -0.61705  -0.060
C: 3.44367 -0.15856 0.83505  -0.406
C: 3.86551 -1.44360 1.54010  -0.396
C: 5.03440 -2.09470 0.80641  -0.396
C: 4.66146 -2.37924 -0.64556  -0.396
C: 4.23698 -1.09535 -1.35297  -0.399
H: 3.95086 -1.30939 -2.38434  0.215
H: 5.07457 -0.39332 -1.37156  0.190
H: 3.83722 -3.09500 -0.67441  0.197
H: 5.51014 -2.82422 -1.16855  0.209
H: 5.31524 -3.02400 1.30553  0.208
H: 5.89761 -1.42586 0.83492  0.192
H: 4.14840 -1.22160 2.57069  0.209
H: 3.02127 -2.13609 1.56522  0.196
H: 2.59951 0.30312 1.35105  0.225
H: 4.27226 0.55432 0.84797  0.191
H: 2.19663 -1.12512 -0.64406  0.228
H: 0.48604 1.23124 3.45921  0.209
H: -1.66793 0.17307 2.66230  0.223
H: -1.95595 -0.04794 -1.43409  0.259
H: -4.06339 -1.09967 -2.23318  0.228
H: -7.36072 -1.71607 0.66572  0.175
H: -8.19095 -1.71061 -0.90914  0.202

Force components x, y, z for each atom (eV/Å):
-0.18 0.00 0.12
0.02 -0.04 0.01
0.26 0.01 -0.16
0.18 0.09 0.08
-0.17 -0.01 0.08
-0.07 -0.04 0.13
-0.66 -0.23 -0.05
0.40 0.10 -0.19
-0.36 -0.22 -0.13
-0.09 -0.02 0.02
0.01 0.06 0.07
0.22 0.12 -0.11
0.53 0.09 0.44
-0.60 -0.45 0.37
0.18 0.37 -0.57
0.46 0.14 0.01
-0.40 0.09 0.20
0.05 -0.01 -0.03
-0.02 0.28 -0.29
-0.26 0.19 0.37
0.06 -0.02 -0.01
0.16 -0.12 0.00
0.33 0.40 -0.42
-0.39 -0.32 0.04
0.36 -0.18 -0.07
-0.16 0.03 0.02
0.18 0.03 0.04
-0.33 -0.31 0.00
0.30 0.20 -0.01
-0.25 -0.25 0.02
0.29 0.21 0.02
-0.33 -0.28 0.05
0.01 0.08 -0.04
0.07 0.08 -0.04
-0.03 -0.09 -0.03
-0.05 -0.08 -0.03
0.09 0.01 0.02
0.09 0.02 0.03
-0.07 -0.05 0.05
-0.06 -0.05 0.06
0.04 0.07 -0.05
0.05 0.11 0.00
0.12 0.06 0.02
-0.11 -0.14 0.11
-0.02 -0.02 -0.01
0.09 0.03 -0.08
0.01 -0.06 -0.12
0.00 0.04 -0.03
0.02 0.05 0.08

LUMO level = 0.13 eV
gap between HOMO and LUMO = 0.302 Eh
relative energy (zero: lowest compared OMol25 entry of this formula, charge and spin) = 165.9 kJ/mol
maximum force = 0.0163 hartree/bohr
HOMO level = -8.103 eV

---

(2)
# C19H23N3O3S

An isolated molecule of C19H23N3O3S (ωB97M-V/def2-TZVPD, the OMol25 dataset).

Last column: natural (NBO) charge in e.
Cartesian coordinates (Å):
C: -4.48115 -2.05584 1.90974  -0.619
H: -3.56841 -2.59054 2.16031  0.212
C: -4.54677 -1.78609 0.41249  -0.227
N: -3.41265 -0.98423 -0.03029  -0.420
C: -2.26987 -1.61846 -0.38984  0.670
C: -1.14368 -0.90639 -0.80717  -0.441
C: -1.24631 0.52751 -0.97052  0.702
O: -0.43109 1.25430 -1.50009  -0.622
N: -2.43232 1.09307 -0.47580  -0.444
C: -3.49443 0.39162 -0.00284  0.305
S: -4.85016 1.13127 0.57261  -0.186
C: -2.52301 2.54755 -0.53323  -0.226
C: -3.21096 3.01066 -1.81059  -0.619
H: -3.24680 4.09582 -1.82945  0.217
H: -4.22772 2.62799 -1.85550  0.220
H: -2.65818 2.66233 -2.67941  0.215
H: -3.07520 2.88770 0.34445  0.232
H: -1.50083 2.92725 -0.50054  0.232
C: 0.06940 -1.66188 -1.05102  0.628
O: 0.04817 -2.90455 -1.05977  -0.629
C: 1.38475 -0.96134 -1.16650  -0.518
H: 2.03637 -1.54835 -1.81307  0.235
H: 1.27669 0.04526 -1.55566  0.266
C: 2.01841 -0.92522 0.25508  -0.050
N: 1.19088 -0.12642 1.14425  -0.631
H: 1.34568 -0.41984 2.10418  0.360
C: 1.45863 1.29695 1.03727  -0.236
C: 2.90007 1.64377 1.41001  -0.445
C: 3.86606 0.76028 0.66988  0.065
C: 5.19500 1.14629 0.53397  -0.229
C: 6.11101 0.33388 -0.10432  -0.207
C: 5.70630 -0.89080 -0.61034  -0.214
C: 4.38809 -1.28157 -0.48328  -0.196
C: 3.45711 -0.46331 0.14711  -0.073
H: 4.07345 -2.24138 -0.86821  0.209
H: 6.41761 -1.53898 -1.10025  0.213
H: 7.13866 0.65054 -0.20372  0.213
H: 5.50686 2.09916 0.93809  0.207
H: 3.04545 1.49700 2.48710  0.203
H: 3.10732 2.69284 1.19121  0.215
H: 1.26063 1.60262 0.00883  0.215
H: 0.75564 1.82105 1.69072  0.200
H: 2.00913 -1.95611 0.63287  0.215
O: -2.28787 -2.92154 -0.31525  -0.648
H: -1.33844 -3.22582 -0.62380  0.520
H: -5.45606 -1.23459 0.16798  0.243
H: -4.52174 -2.72308 -0.14513  0.226
H: -4.51050 -1.11993 2.46207  0.225
H: -5.33324 -2.66045 2.20533  0.219

Force components x, y, z for each atom (eV/Å):
0.03 0.07 -0.19
0.06 -0.08 0.05
-0.49 -0.46 0.27
0.22 -0.09 -0.19
0.54 0.06 -0.27
-0.17 -0.35 -0.10
-0.06 -0.43 0.02
0.10 0.14 -0.12
0.01 -0.08 0.12
-0.26 0.17 0.13
-0.42 0.25 0.18
0.06 0.62 -0.08
0.10 -0.13 0.16
-0.02 0.14 -0.04
-0.07 0.01 -0.01
0.06 0.01 -0.09
0.16 -0.10 -0.12
-0.16 -0.08 0.04
-0.23 0.38 -0.07
-0.01 -0.21 0.12
0.27 -0.21 0.19
-0.08 -0.01 -0.04
0.06 -0.07 -0.01
-0.02 -0.17 -0.28
-0.05 -0.20 0.30
-0.04 -0.02 -0.10
0.20 0.30 0.16
-0.29 -0.08 -0.01
0.03 0.00 0.03
0.02 -0.05 -0.04
0.08 0.07 0.02
0.03 -0.11 -0.06
0.04 0.05 0.02
0.02 0.00 0.08
-0.04 -0.12 -0.06
0.06 -0.06 -0.04
0.09 0.02 -0.01
0.04 0.11 0.04
-0.03 0.08 -0.01
0.03 0.02 0.04
-0.03 0.07 0.09
0.02 0.05 -0.13
0.02 0.15 -0.04
0.26 0.05 -0.03
-0.22 0.32 0.02
0.22 -0.14 -0.05
-0.03 0.17 0.03
-0.02 0.05 0.04
-0.09 -0.09 0.08

LUMO level = 0.01 eV
gap between HOMO and LUMO = 0.317 Eh
relative energy (zero: lowest compared OMol25 entry of this formula, charge and spin) = 42.3 kJ/mol
maximum force = 0.0141 hartree/bohr
HOMO level = -8.631 eV

---

(3)
# C19H23N3O4

C19H23N3O4 as an isolated structure at a distorted geometry (ωB97M-V/def2-TZVPD, the OMol25 dataset).

Last column: natural (NBO) charge in e.
Cartesian coordinates (Å):
C: 3.74025 3.50242 -2.45969  -0.244
H: 4.42217 4.16336 -2.74112  0.190
O: 4.10155 2.09213 -2.64758  -0.490
C: 3.34280 1.17307 -2.40881  0.300
C: 1.97095 1.41670 -2.09280  -0.301
C: 1.41676 0.19625 -1.70535  -0.112
C: 2.08895 -0.99288 -1.79748  -0.170
C: 3.19877 -1.27527 -2.43646  -0.084
C: 4.00350 -0.13934 -2.70973  0.271
O: 5.23919 -0.14690 -3.01350  -0.618
H: 5.69446 0.52017 -3.19560  0.484
N: 3.82837 -2.66230 -2.62773  0.606
O: 4.86511 -2.52601 -2.81170  -0.243
O: 3.04215 -3.59453 -2.29235  -0.458
H: 1.31735 -2.03052 -1.78590  0.227
C: 0.05204 0.28984 -1.20166  -0.250
N: -0.23946 1.56905 -0.33379  -0.465
C: -1.51958 1.92089 -0.22031  -0.228
C: -2.60010 0.72791 0.47901  -0.189
N: -1.58689 0.02173 1.47410  -0.478
C: -2.46549 -0.74318 2.17549  0.184
C: -2.44275 -0.47945 3.66114  -0.243
C: -3.32364 -1.31954 4.49797  -0.268
C: -3.77786 -2.41523 4.08496  -0.204
C: -3.86639 -2.91305 2.46239  -0.131
C: -3.06876 -1.97871 1.83925  -0.061
C: -2.81017 -2.22649 0.40134  -0.641
H: -1.85507 -2.21625 0.00895  0.230
H: -2.66634 -3.44717 0.38703  0.196
H: -3.55643 -2.00246 -0.19061  0.207
H: -4.19129 -3.77247 2.25568  0.184
H: -4.57037 -2.98714 4.52120  0.199
H: -3.51869 -0.95830 5.52528  0.216
H: -2.22816 0.64337 3.96755  0.202
C: -0.61982 0.93603 1.98717  -0.243
C: 0.39437 1.03369 0.95739  -0.080
H: 1.02747 0.45229 0.71422  0.151
H: 1.03681 2.16775 1.40017  0.123
H: -1.01027 1.74547 2.46194  0.195
H: 0.01351 0.16851 2.78045  0.228
H: -3.26941 1.46454 1.17851  0.215
H: -2.69952 0.11975 -0.13621  0.147
H: -1.91099 2.12258 -1.28884  0.205
H: -1.51974 2.95069 0.28496  0.202
H: -0.35029 -0.73698 -0.89869  0.218
H: -0.84523 0.44884 -2.05656  0.189
H: 1.57458 2.30450 -1.75863  0.243
H: 3.33825 3.82551 -1.40590  0.203
H: 2.80338 3.58716 -3.28917  0.185

Force components x, y, z for each atom (eV/Å):
-7.18 -3.12 -0.15
3.62 2.01 -1.32
6.79 8.33 -0.82
-4.92 -5.00 0.03
3.95 -4.59 0.18
-0.69 1.29 0.10
-7.37 -4.59 0.33
3.80 1.74 -1.57
-4.96 1.41 1.87
-2.26 -9.79 1.24
5.16 9.57 -2.26
-18.61 1.38 5.46
17.03 -1.90 -3.70
2.32 0.19 -1.32
2.32 3.02 0.63
-5.95 0.41 -2.19
5.80 -5.73 -0.20
-5.37 1.25 -0.93
6.64 14.13 11.96
-3.33 0.44 -4.20
1.15 -0.31 10.26
-2.50 1.30 -2.69
4.18 6.61 1.64
-5.17 -7.59 -6.74
5.73 11.50 8.21
-0.21 -0.83 -3.66
2.36 -7.09 2.41
2.14 1.93 -0.73
-1.35 2.23 -0.29
-3.52 1.29 -3.40
-2.47 -6.52 -2.13
0.12 -0.18 1.35
0.17 -0.36 -0.56
-0.04 -2.73 -0.25
2.65 -7.70 2.57
-6.38 15.99 2.21
7.93 -8.25 -2.15
-1.10 -3.30 -1.09
-0.68 2.68 1.21
-1.92 2.48 -1.19
0.55 -2.60 -2.26
-3.55 -9.45 -10.05
0.27 -0.24 1.54
-0.65 -1.49 -0.16
0.74 1.46 0.86
2.66 -0.21 1.19
-0.82 1.90 0.17
0.73 -1.26 -1.83
2.23 0.30 2.43

LUMO level = 0.37 eV
gap between HOMO and LUMO = 0.298 Eh
relative energy (zero: lowest compared OMol25 entry of this formula, charge and spin) = 2405.1 kJ/mol
maximum force = 0.3824 hartree/bohr
HOMO level = -7.737 eV

---

Q: The highest gap between HOMO and LUMO belongs to which entry?
A: number 2

---

Q: Which of these has the highest LUMO level?
A: C19H23N3O4